C8H18N4 | ωB97M-V with the def2-TZVPD basis set

Element x y z (Å)
C: -1.6186 0.0731 0.0247
C: -0.5983 -3.3747 -1.3621
C: -0.5301 0.0782 0.8423
C: -3.1763 0.8769 -1.5771
C: -2.9548 -0.6033 -1.8006
C: -0.3094 1.0463 1.9445
C: -2.7471 -1.0845 -3.2549
C: 6.6821 1.4723 3.8903
N: -1.8543 -0.8794 -0.9286
N: 7.4443 1.4178 2.8560
N: 0.0703 -4.1057 -1.8887
N: -2.7640 1.1153 -0.1932
H: 0.3251 -0.3971 0.6056
H: -2.4542 1.5425 -2.1962
H: -4.1057 1.2454 -1.7843
H: -3.9149 -1.1769 -1.4955
H: 0.4099 1.7994 1.8721
H: -0.0270 0.5185 2.8280
H: -1.1531 1.6674 2.0965
H: -1.7092 -1.2157 -3.4353
H: -3.1445 -0.2135 -3.9604
H: -3.3686 -1.9822 -3.4938
H: 6.3257 0.4311 4.2685
H: 6.1341 2.3454 4.3283
H: -1.4136 -1.8114 -1.1555
H: 8.0153 0.6069 2.4885
H: 7.8010 2.3162 2.5361
H: 0.5214 -4.7935 -2.4533
H: -3.5449 1.0277 0.4536
H: -2.3407 2.0574 -0.0556

## Properties
Gap between HOMO and LUMO ... 5.217 eV
Energy ... -14528.9549 eV
Charge ... +2
ΔE to the lowest compared entry with this formula, charge and spin ... 69.0 kcal/mol
LUMO level ... -0.2814 Ha

These are the Mulliken partial charges, in e, on atoms 1 to 2: 0.000 -0.473

=====

C64H71O5PSi | ωB97M-V with the def2-TZVPD basis set

Element x y z (Å)
O: 5.0832 7.4756 -2.1833
C: 4.1007 7.5419 -2.8809
C: 3.7057 6.5256 -3.8987
Si: 2.7174 5.1352 -3.0905
C: 0.9633 5.1158 -3.7268
C: 0.0564 4.0149 -3.1611
O: -0.7854 4.4677 -2.1097
P: 3.8303 3.2030 -3.4812
O: 4.4784 3.2505 -4.7992
O: 4.8978 3.0115 -2.2971
O: 2.8233 1.9507 -3.3213
H: 3.4018 8.3943 -2.7619
H: 4.5973 6.1161 -4.3825
H: 3.0616 6.9780 -4.6601
H: 2.7234 5.3468 -1.6161
H: 0.9835 5.0813 -4.8204
H: 0.5349 6.0863 -3.4464
H: 0.6226 3.1440 -2.8080
H: -0.6060 3.6471 -3.9484
H: -0.2505 4.9035 -1.4360
H: 4.5294 2.9756 -1.4033
H: 2.3919 1.9271 -2.4555
C: -0.9172 0.4928 -3.6195
C: -1.3020 -0.2448 -4.7297
C: -2.6302 -0.6155 -4.8911
C: -3.5720 -0.2415 -3.9412
C: -3.1855 0.4941 -2.8279
C: -1.8562 0.8604 -2.6661
H: 0.1225 0.7756 -3.5001
H: -0.5614 -0.5460 -5.4597
H: -2.9303 -1.2049 -5.7481
H: -4.6076 -0.5313 -4.0664
H: -3.9196 0.7802 -2.0852
H: -1.5505 1.4337 -1.7998
C: 0.0197 9.6417 -7.1143
C: 0.1216 9.6455 -5.7298
C: -0.3586 8.5686 -4.9973
C: -0.9404 7.4892 -5.6487
C: -1.0446 7.4867 -7.0325
C: -0.5638 8.5636 -7.7649
H: 0.3948 10.4804 -7.6863
H: 0.5714 10.4892 -5.2223
H: -0.2838 8.5733 -3.9165
H: -1.3137 6.6492 -5.0762
H: -1.4982 6.6452 -7.5400
H: -0.6433 8.5621 -8.8442
C: 2.0235 -3.7690 -4.2781
C: 1.7787 -5.1294 -4.1364
C: 0.5603 -5.5679 -3.6332
C: -0.4073 -4.6431 -3.2644
C: -0.1613 -3.2847 -3.3940
C: 1.0510 -2.8497 -3.9084
H: 2.9683 -3.4265 -4.6798
H: 2.5358 -5.8480 -4.4227
H: 0.3667 -6.6275 -3.5265
H: -1.3580 -4.9799 -2.8686
H: -0.9139 -2.5634 -3.0990
H: 1.2397 -1.7888 -4.0171
C: 0.8686 -4.3628 0.0825
C: -0.2673 -4.8180 0.7379
C: -0.3647 -4.7096 2.1180
C: 0.6723 -4.1416 2.8453
C: 1.8077 -3.6854 2.1903
C: 1.9089 -3.8011 0.8098
H: 0.9415 -4.4381 -0.9941
H: -1.0785 -5.2561 0.1697
H: -1.2482 -5.0670 2.6310
H: 0.5916 -4.0521 3.9216
H: 2.6154 -3.2370 2.7559
H: 2.7922 -3.4394 0.2979
C: 2.0214 -0.1226 1.2204
C: 2.3501 0.1094 2.5484
C: 2.7726 1.3680 2.9546
C: 2.8748 2.3965 2.0299
C: 2.5483 2.1648 0.7015
C: 2.1143 0.9092 0.2958
H: 1.6845 -1.1017 0.9073
H: 2.2726 -0.6947 3.2691
H: 3.0244 1.5524 3.9915
H: 3.2040 3.3765 2.3501
H: 2.6272 2.9799 -0.0134
H: 1.8521 0.7189 -0.7393
C: -2.9798 -4.4556 4.9293
C: -2.8603 -4.3677 6.3094
C: -3.3412 -5.3920 7.1126
C: -3.9471 -6.5006 6.5369
C: -4.0720 -6.5858 5.1572
C: -3.5862 -5.5637 4.3534
H: -2.5974 -3.6599 4.3019
H: -2.3863 -3.5045 6.7584
H: -3.2362 -5.3303 8.1883
H: -4.3169 -7.3022 7.1638
H: -4.5444 -7.4499 4.7085
H: -3.6816 -5.6314 3.2769
C: 3.9633 3.5573 6.7220
C: 4.6567 3.7207 5.5305
C: 4.3384 4.7725 4.6820
C: 3.3253 5.6584 5.0216
C: 2.6315 5.4935 6.2125
C: 2.9506 4.4435 7.0624
H: 4.2136 2.7401 7.3863
H: 5.4448 3.0286 5.2623
H: 4.8797 4.8990 3.7526
H: 3.0762 6.4766 4.3582
H: 1.8412 6.1837 6.4783
H: 2.4101 4.3161 7.9914
C: 1.8240 -8.1942 8.2442
C: 0.8525 -7.6451 7.4189
C: -0.4825 -7.6807 7.7982
C: -0.8444 -8.2667 9.0031
C: 0.1264 -8.8172 9.8286
C: 1.4609 -8.7807 9.4489
H: 2.8649 -8.1655 7.9487
H: 1.1345 -7.1898 6.4780
H: -1.2402 -7.2528 7.1549
H: -1.8857 -8.2944 9.2996
H: -0.1568 -9.2758 10.7673
H: 2.2184 -9.2102 10.0919
C: -1.2384 3.8950 3.0866
C: -0.9169 2.6348 2.6020
C: -1.3142 2.2616 1.3249
C: -2.0281 3.1495 0.5310
C: -2.3464 4.4116 1.0143
C: -1.9544 4.7825 2.2936
H: -0.9284 4.1868 4.0819
H: -0.3539 1.9441 3.2170
H: -1.0570 1.2799 0.9454
H: -2.3183 2.8707 -0.4724
H: -2.8963 5.1048 0.3904
H: -2.2044 5.7654 2.6725
C: -3.5090 -4.3468 -5.2700
C: -3.8913 -5.0931 -6.3760
C: -5.2311 -5.3946 -6.5795
C: -6.1878 -4.9501 -5.6773
C: -5.8054 -4.2044 -4.5705
C: -4.4658 -3.9018 -4.3677
H: -2.4658 -4.1041 -5.1112
H: -3.1443 -5.4404 -7.0783
H: -5.5301 -5.9764 -7.4419
H: -7.2323 -5.1845 -5.8370
H: -6.5516 -3.8590 -3.8663
H: -4.1654 -3.3156 -3.5077

## Properties
Gap between HOMO and LUMO ... 9.619 eV
SMILES ... O=CC[Si@@H](CCO)P(=O)(O)O.c1ccccc1.c1ccccc1.c1ccccc1.c1ccccc1.c1ccccc1.c1ccccc1.c1ccccc1.c1ccccc1.c1ccccc1.c1ccccc1
Energy ... -94925.5018 eV
Charge ... 0
LUMO level ... 0.0102 Ha

These are the Mulliken partial charges, in e, on atoms 1 to 2: -0.472 -0.110

=====

CH4N2 | ωB97M-V with the def2-TZVPD basis set

Element x y z (Å)
H: 1.5774 -1.1789 -0.7006
N: 1.0391 -0.9455 0.1349
C: -0.0214 -0.2748 -0.2275
N: -0.5745 0.7680 0.4621
H: -0.2697 -0.2460 -1.2386
H: -0.3795 0.6998 1.4488
H: -1.3714 1.1774 0.1208

## Properties
Gap between HOMO and LUMO ... 10.137 eV
SMILES ... [H]/N=C/N
Energy ... -4081.3064 eV
Charge ... 0
ΔE to the lowest compared entry with this formula, charge and spin ... 36.3 kcal/mol
LUMO level ... 0.0373 Ha

These are the Mulliken partial charges, in e, on atoms 1 to 2: 0.235 -0.678

=====

C51H33N4NiO2S | ωB97M-V with the def2-TZVPD basis set

Element x y z (Å)
Ni: 0.2668 0.5913 0.3131
C: -2.2786 3.3190 6.8512
C: -1.8073 4.2723 5.9571
C: -1.3306 3.8822 4.7120
C: -1.3177 2.5368 4.3505
C: -1.8009 1.5878 5.2467
C: -2.2795 1.9780 6.4910
C: -0.7779 2.0897 3.0343
C: 0.5697 1.7279 2.9559
C: 1.5671 2.0265 3.9459
C: 2.7724 1.8637 3.3411
C: 2.5053 1.4016 2.0030
N: 1.1709 1.3108 1.8137
C: 3.4762 1.0119 1.0575
C: 3.1518 0.1840 -0.0001
C: 4.0563 -0.4745 -0.9090
C: 3.3324 -1.4117 -1.5664
C: 1.9631 -1.2728 -1.1224
C: 0.8312 -1.9028 -1.6997
C: 0.8114 -3.3434 -2.0225
C: 1.9275 -4.1723 -1.8375
C: 1.8747 -5.5298 -2.1075
C: 0.6947 -6.1169 -2.5410
C: -0.4438 -5.3306 -2.6447
C: -0.3905 -3.9731 -2.3717
C: -0.2485 -1.0652 -2.0045
N: -0.5260 0.0799 -1.3483
C: -1.5126 0.7194 -2.0340
C: -2.2124 1.8135 -1.5539
C: -3.1133 2.5904 -2.4533
C: -2.8546 3.9487 -2.6577
C: -3.6726 4.7157 -3.4762
C: -4.7710 4.1391 -4.1032
C: -5.0422 2.7941 -3.9014
C: -4.2211 2.0276 -3.0836
C: -2.1193 2.2068 -0.2062
C: -3.1063 3.0051 0.4888
C: -2.7905 2.9600 1.8037
C: -1.5699 2.2000 1.9055
N: -1.2068 1.7457 0.6723
C: -1.7990 -0.0124 -3.2516
C: -1.0694 -1.1456 -3.2011
N: 1.8779 -0.2874 -0.2159
C: 4.8723 1.4839 1.2542
C: 5.9595 0.6106 1.3004
C: 7.2491 1.0865 1.4918
C: 7.4782 2.4465 1.6439
C: 6.4037 3.3271 1.6103
C: 5.1152 2.8492 1.4204
H: -2.6425 3.6213 7.8254
H: -1.8072 5.3208 6.2309
H: -0.9598 4.6189 4.0086
H: -1.7998 0.5438 4.9529
H: -2.6534 1.2318 7.1810
H: 1.3679 2.3348 4.9610
H: 3.7550 1.9884 3.7692
H: 5.1045 -0.2588 -1.0328
H: 3.6779 -2.0741 -2.3423
H: 2.8394 -3.7581 -1.4402
H: 2.7537 -6.1418 -1.9424
H: 0.6520 -7.1780 -2.7527
H: -1.3904 -5.7858 -2.9104
H: -1.3064 -3.4007 -2.3759
H: -1.9963 4.3938 -2.1689
H: -3.4515 5.7664 -3.6226
H: -5.4123 4.7359 -4.7403
H: -5.9060 2.3393 -4.3716
H: -4.4559 0.9849 -2.9082
H: -3.9512 3.4904 0.0257
H: -3.3185 3.4091 2.6302
H: -2.5015 0.2798 -4.0142
H: -1.0184 -1.9264 -3.9420
H: 5.7863 -0.4549 1.2175
H: 8.0769 0.3893 1.5347
H: 8.4844 2.8170 1.7940
H: 6.5680 4.3905 1.7320
H: 4.2788 3.5370 1.3850
O: -0.3621 -8.0181 0.7699
C: 0.5141 -7.0804 1.2428
O: 1.5746 -7.4615 1.6698
C: 0.0622 -5.6768 1.2014
C: -1.2789 -5.2946 1.0659
C: -1.6583 -3.9688 1.1220
C: -0.7135 -2.9330 1.3315
S: -1.1970 -1.2819 1.5041
C: 0.6412 -3.3364 1.4052
C: 1.0092 -4.6641 1.3632
H: -1.1360 -7.5636 0.4135
H: -2.0644 -6.0360 0.9339
H: -2.6995 -3.6894 1.0156
H: 1.3962 -2.5644 1.5080
H: 2.0517 -4.9488 1.4496

## Properties
Gap between HOMO and LUMO (alpha / beta) ... 4.766 / 4.768 eV
Energy ... -115360.7604 eV
Charge ... -1
LUMO level (alpha / beta) ... 0.0438 / 0.0438 Ha

These are the Mulliken partial charges, in e, on atoms 1 to 2: -0.789 -0.326

=====

C31H39AsN4O2RuS5 | ωB97M-V with the def2-TZVPD basis set

Element x y z (Å)
Ru: -0.5161 -0.0377 0.4307
S: 5.9881 2.3600 2.8578
C: 5.7969 3.5529 4.0436
C: 4.4910 3.9338 4.1941
C: 3.6298 3.2378 3.3312
C: 4.2779 2.3291 2.5223
C: 3.7270 1.4264 1.5321
C: 2.3321 1.2763 1.3714
N: 1.7799 0.4501 0.5039
C: 2.5591 -0.2689 -0.3218
C: 3.9621 -0.2112 -0.2415
C: 4.7439 -1.0197 -1.1318
C: 4.1536 -1.7956 -2.0659
C: 2.7270 -1.8068 -2.2203
C: 2.0832 -2.5160 -3.2384
C: 0.7047 -2.4214 -3.3931
C: 0.0211 -1.6244 -2.4517
N: 0.6013 -0.9989 -1.4476
C: 1.9417 -1.0538 -1.3270
C: -0.0222 -3.0890 -4.4529
C: 0.4710 -3.8640 -5.4757
C: -0.5294 -4.3778 -6.3230
C: -1.7837 -3.9958 -5.9474
S: -1.7619 -3.0071 -4.5624
C: 4.5296 0.6429 0.7067
H: 6.6534 3.9324 4.5780
H: 4.1765 4.6923 4.8944
H: 2.5640 3.4212 3.2996
H: 1.6501 1.8805 1.9585
H: 5.8215 -0.9975 -1.0339
H: 4.7471 -2.4100 -2.7300
H: 2.6735 -3.1251 -3.9097
H: -1.0472 -1.4971 -2.5626
H: 1.5226 -4.0595 -5.6280
H: -0.3327 -5.0054 -7.1787
H: -2.7192 -4.2452 -6.4223
H: 5.6077 0.7072 0.7817
C: -3.1769 -2.3220 2.6069
C: -1.9002 -3.1310 2.4003
S: -0.8985 -2.7595 0.9219
C: -1.9645 -3.3190 -0.4408
C: -3.1580 -2.4438 -0.7813
S: -2.6913 -0.6981 -1.0663
C: -3.9838 0.2822 -0.2246
C: -4.3942 -0.1800 1.1640
S: -2.9694 -0.5432 2.2390
H: -3.4841 -2.3982 3.6491
H: -3.9925 -2.7017 1.9982
H: -2.1431 -4.1927 2.3493
H: -1.2027 -2.9977 3.2284
H: -2.2968 -4.3297 -0.2007
H: -1.2842 -3.3820 -1.2893
H: -3.9249 -2.4668 -0.0145
H: -3.6004 -2.8006 -1.7126
H: -4.8556 0.2999 -0.8793
H: -3.5363 1.2763 -0.1823
H: -5.0332 -1.0594 1.1325
H: -4.9572 0.6202 1.6427
C: -2.0542 3.3025 4.7005
O: -1.9983 3.0381 3.2835
C: -1.3131 2.0511 2.7808
O: -1.3280 1.8737 1.5570
N: -0.5849 1.2626 3.6038
N: 0.0095 0.1227 3.0641
H: -2.7474 4.1291 4.8090
H: -1.0773 3.6061 5.0775
H: -2.4374 2.4389 5.2451
H: -0.6014 1.3836 4.6046
H: -0.4300 -0.7063 3.4481
H: 0.9972 0.1028 3.2976
C: -1.2428 3.8109 -0.6528
As: -0.6503 2.0686 -1.2860
C: -1.7172 1.8640 -2.9069
C: 1.0550 2.5610 -2.0858
H: -1.2285 4.4935 -1.5013
H: -0.5705 4.1718 0.1228
H: -2.2451 3.7606 -0.2332
H: -1.6830 2.8083 -3.4490
H: -2.7548 1.6218 -2.6883
H: -1.2949 1.0792 -3.5333
H: 0.8808 3.4057 -2.7515
H: 1.4654 1.7372 -2.6687
H: 1.7739 2.8447 -1.3190

## Properties
Gap between HOMO and LUMO (alpha / beta) ... 5.046 / 5.424 eV
2S+1 ... 2
Energy ... -160407.9625 eV
Charge ... +3
ΔE to the lowest compared entry with this formula, charge and spin ... 44.0 kcal/mol
LUMO level (alpha / beta) ... -0.3580 / -0.3442 Ha

These are the Mulliken partial charges, in e, on atoms 1 to 2: 0.728 -0.153

=====

C5H5NO2 | ωB97M-V with the def2-TZVPD basis set

Element x y z (Å)
O: -0.1672 2.8050 -0.0338
C: 0.0014 1.7090 -0.5989
O: -0.1215 1.5895 -1.8824
N: 0.1457 0.4512 -0.1591
C: 0.2876 0.3330 1.1958
C: 0.0537 -0.9547 1.5534
C: -0.0642 -1.6026 0.2639
C: 0.0438 -0.6654 -0.7796
H: -0.3428 0.5300 -1.9763
H: 0.3356 1.3262 1.7000
H: 0.1503 -1.5985 2.4122
H: -0.4237 -2.7547 0.2015
H: 0.1013 -1.1678 -1.8967

## Properties
Gap between HOMO and LUMO ... 9.884 eV
SMILES ... O=C(O)n1cccc1
Energy ... -10848.3513 eV
Charge ... 0
ΔE to the lowest compared entry with this formula, charge and spin ... 68.3 kcal/mol
LUMO level ... 0.0199 Ha

These are the Mulliken partial charges, in e, on atoms 1 to 2: -0.595 0.724

=====

C7H18ClI2OP2Ru | ωB97M-V with the def2-TZVPD basis set

Element x y z (Å)
I: 0.3743 -4.6851 1.7172
I: 2.2513 -3.3768 2.7518
Ru: -0.1398 0.3327 -0.1812
P: 1.2382 -0.1387 -1.9180
C: 2.1870 -1.7060 -1.8591
C: 0.3010 -0.2749 -3.4740
H: 0.9666 -0.2288 -4.3595
H: 3.0330 1.0658 -3.0927
H: -0.4135 0.5447 -3.5071
H: 2.0781 2.1130 -1.9827
H: 1.4785 -2.5405 -1.7821
H: -0.2420 -1.2322 -3.4746
C: 2.5543 1.1233 -2.1110
H: 2.8073 -1.8303 -2.7657
H: 3.2962 0.9823 -1.3117
H: 2.8388 -1.6963 -0.9664
P: -1.4817 0.7987 1.5928
C: -1.5383 -0.4088 2.9328
C: -0.9657 2.3336 2.4036
H: -3.2257 1.5191 0.1181
H: -3.8205 1.4336 1.7967
H: -3.5958 -0.0581 0.8384
C: -3.2075 0.9445 1.0450
H: -0.7284 3.0794 1.6284
H: -1.7524 2.7319 3.0565
H: -2.2353 -0.0940 3.7224
H: -0.5309 -0.5338 3.3608
H: -0.0574 2.1400 2.9978
H: -1.8665 -1.3790 2.5316
Cl: -0.7743 2.3556 -1.2359
O: 0.7200 -2.2154 0.9029
C: 0.4512 -1.0994 0.6251

## Properties
Gap between HOMO and LUMO (alpha / beta) ... 8.081 / 4.450 eV
2S+1 ... 5
Energy ... -59449.2534 eV
Charge ... +3
ΔE to the lowest compared entry with this formula, charge and spin ... 37.5 kcal/mol
LUMO level (alpha / beta) ... -0.4270 / -0.5530 Ha

These are the Mulliken partial charges, in e, on atoms 1 to 2: 0.456 0.423

=====

CHF4FeO | ωB97M-V with the def2-TZVPD basis set

Element x y z (Å)
C: 0.8065 -0.0679 0.0956
F: 0.7039 -1.3826 0.0161
F: 2.0357 0.0379 -0.4008
F: 0.8511 0.9943 0.8723
F: -1.0919 -0.5845 1.5666
Fe: -2.1550 -0.3342 0.0950
O: -0.6131 0.2504 -0.8831
H: -0.5372 1.0864 -1.3617

## Properties
Gap between HOMO and LUMO (alpha / beta) ... 10.536 / 7.708 eV
2S+1 ... 6
Energy ... -48330.7654 eV
Charge ... +2
LUMO level (alpha / beta) ... -0.4911 / -0.5939 Ha

These are the Mulliken partial charges, in e, on atoms 1 to 2: 1.046 -0.082

=====

- The highest energy belongs to which entry?
  CH4N2